Entry 1:
Molecular formula: C5H9O3
Method: DFT, wB97M-V/def2-TZVPD

The geometry in XYZ format:
```
17
C5H9O3 (wB97M-V/def2-TZVPD)
O -0.0619 -0.9194 1.7049
O -2.3477 1.9682 -0.7401
O -1.6304 1.1828 2.1861
C -1.4327 1.2047 -0.7518
C 0.4391 -0.4219 -0.6762
C -0.5501 0.3221 -1.3133
C 0.8377 -0.3264 0.7937
C 1.2634 -1.3154 -1.5298
H 2.0399 -1.8497 -0.9630
H -0.6661 0.1679 -2.4016
H -0.6149 -0.2007 2.0793
H 0.6232 -2.0453 -2.0504
H 1.7441 -0.9304 0.9232
H -1.1575 1.7982 2.7700
H -1.3695 1.4038 1.2959
H 1.1298 0.7154 1.0180
H 1.7536 -0.7539 -2.3448
```

The LUMO energy (spin up / spin down) comes out at -0.57 / -0.17 eV. Its multiplicity is 2. The energy above the lowest of the compared OMol25 structures with the same formula, charge and spin is 1.6175 eV. For the total energy, the calculation gives -421.52447 Ha. For the HOMO energy (spin up / spin down), the calculation gives -6.763 / -10.101 eV.

***

Entry 2:
Molecular formula: C5H9O3
Method: DFT, wB97M-V/def2-TZVPD

The geometry in XYZ format:
```
17
C5H9O3 (wB97M-V/def2-TZVPD)
O 1.6906 -0.0200 -1.1644
O -0.1397 -0.0450 0.2780
O -1.3958 -1.6377 -0.6964
C -1.5120 -0.5768 -0.3106
C 0.8344 0.8708 -0.6247
C 2.1763 -0.8637 -0.0887
C 0.8201 -1.1553 0.6600
C -2.5466 0.5263 -0.2865
H -3.3612 -0.0441 0.1129
H -2.0449 1.3227 0.2856
H 1.0221 -1.3634 1.7608
H 2.8210 -0.3092 0.6286
H 2.5943 -1.9003 -0.3900
H -2.7318 0.8462 -1.3245
H 0.1523 1.1863 -1.5074
H 1.3396 1.6824 -0.0696
H 0.2506 -1.9512 0.3139
```

The LUMO energy comes out at -3.68 eV. The charge is +1. The energy above the lowest of the compared OMol25 structures with the same formula, charge and spin is 0.8645 eV. For the total energy, the calculation gives -421.27518 Ha. For the HOMO energy, the calculation gives -15.751 eV.

***

Entry 3:
Molecular formula: C5H9O5
Method: DFT, wB97M-V/def2-TZVPD

The geometry in XYZ format:
```
19
C5H9O5 (wB97M-V/def2-TZVPD)
O -0.1917 0.5426 4.1661
O 0.6322 -0.5100 0.6788
O 0.2880 1.6716 1.3014
O -2.1391 -0.4297 -0.1991
O 2.5815 1.1435 -0.0735
C 0.0655 -1.4640 -1.3330
C 1.8431 0.4939 -1.0858
C 0.8509 -0.5208 -0.6071
C -0.2269 0.6326 0.9829
C -1.7284 0.3783 0.9100
H 2.6030 -0.0050 -1.6934
H -1.9628 -0.1031 1.8643
H -3.0948 -0.6246 -0.1631
H -0.9284 -1.5560 -0.8316
H 1.9802 1.4125 0.6408
H 0.4549 -2.4811 -1.3081
H -0.1562 -1.2036 -2.3778
H -2.2360 1.3680 0.8482
H 1.3651 1.2548 -1.7201
```

The LUMO energy (spin up / spin down) comes out at 0.18 / -2.27 eV. Its multiplicity is 2. The energy above the lowest of the compared OMol25 structures with the same formula, charge and spin is 3.1231 eV. For the total energy, the calculation gives -571.83815 Ha. For the HOMO energy (spin up / spin down), the calculation gives -9.927 / -6.803 eV.

***

Entry 4:
Molecular formula: C5H9O7
Method: DFT, wB97M-V/def2-TZVPD

The geometry in XYZ format:
```
21
C5H9O7 (wB97M-V/def2-TZVPD)
O 2.5872 -1.3746 -0.9340
O 2.1406 1.3338 -0.4389
O 2.5307 0.8009 0.8615
O -2.7575 -0.5709 0.8499
O 1.1887 -1.4742 -0.3895
O -1.8596 2.1622 0.2322
O -1.3461 -0.4182 1.1843
C -1.3968 -0.6690 -1.2638
C -0.7561 -0.0411 -0.0403
C 1.3231 0.2527 1.3583
C 0.7435 -0.2788 0.0393
C -0.9253 1.5186 -0.1219
H -1.0055 -0.2278 -2.1847
H 1.3308 0.5077 -0.7233
H 0.0968 1.8638 -0.4590
H 2.7721 -0.4232 -0.7659
H -2.4655 -0.5099 -1.1910
H -1.1920 -1.7357 -1.2783
H 1.3864 -0.5859 2.0783
H -3.0717 -1.2212 1.5027
H 0.6763 1.0909 1.6841
```

The LUMO energy (spin up / spin down) comes out at 0.38 / -2.26 eV. Its multiplicity is 2. The energy above the lowest of the compared OMol25 structures with the same formula, charge and spin is 4.1697 eV. For the total energy, the calculation gives -722.13717 Ha. For the HOMO energy (spin up / spin down), the calculation gives -9.597 / -9.562 eV.

***

Entry 5:
Molecular formula: C5H9OP
Method: DFT, wB97M-V/def2-TZVPD

The geometry in XYZ format:
```
16
C5H9OP (wB97M-V/def2-TZVPD)
P 2.2275 0.0246 -0.0785
O 0.1464 2.0142 -0.4345
C -0.2554 -1.2307 -0.6639
C -1.0273 0.0326 -1.0994
C -0.8555 0.7692 1.2623
C 0.7608 -0.8306 0.3788
C -0.6124 1.0923 -0.0751
H -2.1042 -0.1312 -1.1036
H -0.9378 -1.9697 -0.2428
H 0.8235 -1.4486 1.2661
H 1.6640 1.2813 -0.3929
H 2.6682 0.3026 1.2148
H 0.2460 -1.6922 -1.5191
H -0.4265 1.3717 2.0431
H -0.7180 0.3704 -2.0886
H -1.5993 0.0441 1.5333
```

The LUMO energy (spin up / spin down) comes out at -0.37 / -0.37 eV. The energy above the lowest of the compared OMol25 structures with the same formula, charge and spin is 3.0547 eV. For the total energy, the calculation gives -612.38465 Ha. For the HOMO energy (spin up / spin down), the calculation gives -8.506 / -8.504 eV.

***

Entry 6:
Molecular formula: C5H9P
Method: DFT, wB97M-V/def2-TZVPD

The geometry in XYZ format:
```
15
C5H9P (wB97M-V/def2-TZVPD)
P 2.7759 -0.7337 -0.0657
C 1.2401 1.6106 0.0269
C 1.3338 0.1308 0.0151
C -1.1432 -0.2348 -0.1189
C 0.0911 -0.6718 0.0165
C -2.2884 -1.2021 -0.0319
H 3.7702 0.2709 0.3426
H 1.9769 2.2199 -0.3892
H 1.0554 2.1334 0.9547
H 0.0913 -1.7632 0.2454
H -2.7213 -1.5212 -0.9480
H -2.0460 -2.1048 0.3599
H 0.1907 1.9720 -0.4675
H -3.0427 -0.8337 0.4939
H -1.2837 0.7275 -0.4337
```

The LUMO energy comes out at -0.06 eV. The SMILES is [H]/P=C(C)/C=C/C. The energy above the lowest of the compared OMol25 structures with the same formula, charge and spin is 1.3948 eV. For the total energy, the calculation gives -537.16208 Ha. For the HOMO energy, the calculation gives -8.334 eV.

***

Entry 7:
Molecular formula: C5H9P
Method: DFT, wB97M-V/def2-TZVPD

The geometry in XYZ format:
```
15
C5H9P (wB97M-V/def2-TZVPD)
P 1.4078 0.1513 0.9985
C -1.2730 -0.8195 0.5310
C 2.0804 0.6073 -0.6202
C -1.6759 0.4532 0.0401
C 0.2024 -1.1745 0.3845
C -1.0780 1.5601 0.0173
H 0.2877 -1.9931 1.1097
H -2.4953 0.2347 -0.6584
H 2.3205 1.6508 -0.6870
H -1.4468 -0.9723 1.6170
H 0.3480 -1.5542 -0.5731
H 2.9127 0.0819 -0.8418
H -1.0907 2.6792 -0.1461
H -1.8728 -1.5721 0.2181
H 1.3728 0.6671 -1.3896
```

The LUMO energy (spin up / spin down) comes out at -0.13 / 0.26 eV. The energy above the lowest of the compared OMol25 structures with the same formula, charge and spin is 3.7894 eV. For the total energy, the calculation gives -537.07408 Ha. For the HOMO energy (spin up / spin down), the calculation gives -8.072 / -7.668 eV.

***

Entry 8:
Molecular formula: C5H9P
Method: DFT, wB97M-V/def2-TZVPD

The geometry in XYZ format:
```
15
C5H9P (wB97M-V/def2-TZVPD)
P -2.4896 -0.4627 0.5099
C -0.0619 2.1082 -0.5515
C 0.7565 2.6753 0.1108
C -0.6799 -0.6775 0.5680
C 1.6446 -0.8299 -0.1483
C 0.2294 -0.5368 -0.3588
H -2.8182 -1.3451 -0.5202
H -2.8901 -1.5384 1.3184
H 1.9512 -0.9431 0.8477
H 1.4062 3.0952 0.7933
H -0.7706 1.5526 -1.2452
H 0.1202 -0.5189 -1.5341
H 1.7630 -1.7455 -0.7915
H -0.2301 -0.8330 1.5629
H 2.0691 -0.0003 -0.5615
```

The LUMO energy (spin up / spin down) comes out at 1.19 / -1.98 eV. Its multiplicity is 3. The energy above the lowest of the compared OMol25 structures with the same formula, charge and spin is 3.9560 eV. For the total energy, the calculation gives -536.93593 Ha. For the HOMO energy (spin up / spin down), the calculation gives -4.724 / -9.906 eV.

***

Among the records above, which one has the lowest energy above the lowest of the compared OMol25 structures with the same formula, charge and spin?
number 2